C46H55F4N6Ti | wB97M-V/def2-TZVPD

Each line ends with the Mulliken spin population.
CARTESIAN COORDINATES (ANGSTROEM)
1 C -1.6042 -0.3147 2.4315  0.004
2 N -0.3647 -1.1754 -1.0373  0.035
3 H 2.0142 2.0806 -1.9647  0.000
4 F 0.3948 1.6440 -0.5734  0.010
5 H 1.4195 2.1493 6.1270  -0.003
6 C 4.1005 -4.5342 2.9205  -0.007
7 C -3.2596 1.8816 0.7626  -0.142
8 H -6.7659 -2.4589 0.4668  -0.001
9 H -5.2565 1.3509 0.2919  0.042
10 C -4.2340 1.0139 0.3830  0.218
11 C 2.4782 -0.0213 2.4427  0.150
12 N -2.5635 -0.7026 0.1541  0.007
13 C 2.4476 -5.4113 -0.6400  0.000
14 C -2.4189 -1.8982 -0.5707  0.083
15 C -3.6265 -2.2647 -1.0969  -0.015
16 C -3.3416 3.2763 1.0933  0.081
17 H -1.3374 -1.5506 4.0786  -0.001
18 C 1.1139 2.9920 5.5055  0.009
19 C -4.5640 -1.2577 -0.7333  0.096
20 C 0.0140 2.5666 2.1215  -0.039
21 F -1.4615 -4.2878 0.7192  0.003
22 H 3.0449 1.2594 -3.1708  0.000
23 C -3.8792 -0.3111 0.0107  -0.087
24 C -3.8858 -3.5182 -1.8747  0.005
25 H 0.1006 2.7884 5.1553  0.001
26 H 3.2143 -1.0611 -3.2023  0.000
27 H -0.1202 -4.3755 -1.3852  -0.015
28 H 5.1745 -3.2538 1.5541  -0.004
29 C 3.7553 -0.3068 5.4873  0.009
30 C -0.2764 -1.1542 -2.4754  0.004
31 Ti 0.5409 -0.0650 0.0535  0.005
32 C 1.2381 -3.1287 -0.2902  -0.105
33 H 4.4248 1.6177 4.7790  0.000
34 H -1.5781 6.2147 3.8022  0.000
35 H -7.9981 -1.4209 -0.2642  -0.001
36 N -1.9286 1.4839 0.9086  0.087
37 C 2.6417 1.2154 -2.1514  -0.001
38 H -4.4548 -3.2841 -2.7794  0.000
39 H 3.9992 -1.5033 2.6262  -0.012
40 H 4.7938 -4.8309 0.8983  0.000
41 C 0.7024 -0.0410 -2.8718  -0.001
42 H -5.6026 -4.1994 -0.7323  0.000
43 C 2.9300 0.9057 3.4432  -0.006
44 H -4.0598 -4.8361 -0.1656  0.001
45 N 1.3578 0.4727 1.8456  -0.029
46 C 2.3683 -4.0352 -0.0623  0.062
47 H -5.0362 4.1114 3.1414  0.000
48 H 5.0059 -4.9189 3.3916  0.000
49 H -6.2327 -0.1956 -1.5335  0.000
50 C 4.3938 -4.0184 1.5086  -0.001
51 H -4.7969 -5.4808 -1.6407  0.000
52 H 3.4756 1.2239 -1.4488  0.000
53 H 0.2113 0.9266 -2.7884  0.000
54 C -1.5687 0.0710 0.9756  -0.039
55 N 1.4771 -1.9386 0.4380  0.073
56 H -0.6848 5.2438 1.6927  -0.009
57 F -1.8508 0.7029 3.2873  -0.001
58 C -6.9536 -1.4691 0.0487  0.008
59 F -1.4001 -3.7802 3.0928  0.001
60 H 0.0728 -2.1275 -2.8401  0.000
61 H -1.2558 -0.9651 -2.9329  -0.002
62 H 3.4277 -1.2680 5.0881  0.001
63 H 2.1873 -2.0884 -2.1795  0.000
64 C -4.6026 4.0749 1.0127  0.006
65 C -1.3326 -1.4792 3.0000  0.004
66 C 3.0926 -1.2411 2.0973  -0.019
67 H 1.0918 3.8867 6.1295  0.000
68 H 2.9446 0.0838 6.1038  -0.001
69 H -6.4450 4.4123 2.1173  -0.001
70 C 1.0636 1.6924 2.4188  0.133
71 H 2.0703 -5.3942 -1.6663  0.000
72 C -2.1079 3.6672 1.5088  -0.075
73 H 4.9365 0.2798 3.7797  0.002
74 H -5.7959 2.7767 2.2873  0.000
75 H 0.1574 3.5280 2.5967  -0.006
76 C -1.8884 5.2163 3.4910  -0.011
77 N 1.8647 -0.0153 -1.9570  0.005
78 C 2.0674 1.9724 3.4189  0.027
79 H -5.1296 3.8260 0.0878  0.000
80 H 1.7984 4.0604 3.7589  0.003
81 C -6.0085 -1.1843 -1.1211  0.001
82 H 4.6203 -0.4796 6.1294  0.000
83 H 3.0833 3.3377 4.6920  0.000
84 C 2.0707 3.1638 4.3225  0.003
85 H -6.8032 -0.7452 0.8512  0.002
86 H 0.6107 -6.1194 0.2868  -0.001
87 C -1.1129 -2.9823 0.9811  0.010
88 H -1.2984 4.4861 4.0468  0.003
89 C -1.2068 -2.7074 2.2766  0.004
90 H 1.0303 -0.1749 -3.9111  -0.001
91 C 1.6511 -6.4289 0.1833  0.008
92 C -1.2174 2.5186 1.4736  0.163
93 H -6.1997 -1.8962 -1.9276  0.001
94 C -4.6305 -4.5738 -1.0572  -0.002
95 H 3.3621 -5.3362 2.8929  0.001
96 C 0.0624 -3.4258 -0.9091  0.189
97 H 3.4922 -5.7243 -0.7004  0.001
98 C 2.7463 -1.1590 -2.2142  0.001
99 H -2.3281 5.7735 1.4582  -0.002
100 H 3.5254 -1.1988 -1.4534  -0.001
101 C -1.7172 5.0342 1.9803  0.013
102 C 3.1789 -3.4513 0.8474  -0.049
103 C -5.5270 3.8305 2.2090  0.008
104 H 2.0673 -6.5196 1.1872  -0.001
105 C 4.0915 0.6681 4.3556  0.002
106 C 2.6013 -2.1410 1.1732  0.136
107 H -2.9293 -3.9269 -2.2117  0.000
108 H 3.6970 -3.7410 3.5508  0.001
109 H -2.9311 5.0789 3.7795  0.002
110 H 1.6746 -7.4135 -0.2854  0.000
111 C -0.9920 -2.3826 -0.4713  -0.032
112 H -4.3586 5.1371 0.9513  0.001

Values from the calculation:
HOMO level (spin up / spin down) in eV: -5.789 / -6.553
<S²>: 0.904
LUMO energy (spin up / spin down) in eV: -0.34 / -1.24
Calculated total energy in Eh: -3363.3015
Spin multiplicity: 2